9
Properties=species:S:1:pos:R:3:forces:R:3 method="wB97M-V/def2-TZVPD" e_above_lowest_kj_mol=103.6 spin_multiplicity=1 gap_ev=7.521 homo_ev=-3.9 e_lumo_ev=3.6 charge=-1
C -0.3936 1.2846 1.1168 -0.2 0.9 0.3
C 0.3525 -2.0678 -0.0147 0.8 0.1 0.5
C -0.0137 0.2818 0.4814 -0.3 0.9 -1.0
N 0.3945 -0.9763 0.4487 -0.1 -0.8 -0.1
O -0.7772 2.3658 1.4766 0.0 -0.2 0.2
O 0.5442 -3.2000 -0.2896 -0.3 -0.6 -0.4
O -0.9274 0.3724 -2.5267 0.0 0.4 0.5
O 0.8275 2.0136 -2.0995 -0.5 0.0 0.2
S -0.4896 1.5146 -1.7256 0.6 -0.7 -0.3

7
Properties=species:S:1:pos:R:3:forces:R:3 method="wB97M-V/def2-TZVPD" e_above_lowest_kj_mol=125.8 spin_multiplicity=1 gap_ev=11.434 homo_ev=-12.1 smiles=N#CCC#N e_lumo_ev=-0.7 charge=0
N -0.9903 -1.8588 0.0829 -2.1 -0.3 -0.2
C -1.0779 -0.7571 -0.2737 2.1 -1.7 0.8
C 0.1883 0.0470 -0.4008 0.2 0.6 -0.4
C 0.2871 0.9805 0.7113 0.1 1.3 0.9
N 0.3629 1.7084 1.6067 -0.1 -0.8 -1.0
H 1.0495 -0.6442 -0.3581 -0.5 0.4 -0.1
H 0.1804 0.5242 -1.3683 0.2 0.6 -0.1

64
Properties=species:S:1:pos:R:3:forces:R:3 method="wB97M-V/def2-TZVPD" e_above_lowest_kj_mol=675.1 spin_multiplicity=1 gap_ev=3.048 homo_ev=-11.9 e_lumo_ev=-8.8 charge=+1
Hg 19.4502 32.6872 10.1542 -1.4 -1.0 -0.8
Hg 14.6976 28.9805 10.1448 2.1 -0.2 -1.6
O 18.1953 28.9158 8.0465 0.9 -3.8 -2.9
C 17.7558 29.7464 8.8740 2.8 4.8 0.5
O 18.4151 30.7889 9.0819 0.5 -0.2 0.5
O 16.6066 29.6287 9.2481 -6.0 -0.7 2.7
H 18.9267 29.2895 7.5497 0.6 0.1 0.1
O 17.8141 33.7461 8.7729 2.2 0.7 0.8
C 16.7671 33.2835 9.3947 -4.7 -0.9 -0.1
O 16.7813 32.7590 10.5255 3.1 0.0 1.2
O 15.7236 33.3735 8.7179 -0.5 -0.2 0.0
H 17.3742 33.9539 7.9453 0.8 0.6 -1.7
As 20.2104 33.0359 6.1702 -0.5 4.2 -3.3
F 20.2963 34.8616 6.5694 0.3 -2.9 -0.6
F 21.9576 32.8210 6.2460 -1.6 0.1 0.2
F 19.9786 31.3524 5.8667 -0.2 -0.2 0.8
F 18.4219 33.3740 5.9485 1.7 -0.9 1.1
F 20.3007 33.2865 4.3602 0.2 -0.2 2.5
F 20.1110 32.8304 7.9642 0.1 -0.2 -1.1
C 23.7606 28.9504 10.2944 -1.5 0.9 -1.5
C 23.9177 28.8105 8.6958 0.7 0.7 2.3
C 22.8385 29.6258 8.0548 -1.5 0.3 1.1
S 22.5465 31.1701 9.2015 6.9 -2.9 -1.6
O 21.1972 31.2557 9.6309 -3.4 0.8 1.2
O 23.3817 32.2140 8.6652 -1.4 0.5 0.4
C 23.5332 30.4556 10.6125 0.1 -0.4 -1.5
H 24.6368 28.5786 10.8256 -0.4 -0.2 0.0
H 22.7864 28.5382 10.5574 0.4 -1.0 0.3
H 23.7839 27.7829 8.3578 0.4 -0.1 0.2
H 24.9288 29.1838 8.5331 0.0 -0.1 -0.7
H 21.9385 29.0370 8.2317 -0.4 0.1 -0.3
H 22.9725 29.7794 6.9840 -0.1 0.9 0.3
H 22.9593 30.6570 11.5171 0.5 0.0 0.1
H 24.5038 30.9359 10.4897 -0.3 0.6 0.5
C 13.3777 26.9611 5.1481 0.2 2.0 -0.2
C 14.4848 28.0308 4.8432 -0.6 -1.3 -1.9
C 15.3608 28.3026 6.0338 0.0 -0.6 1.0
S 15.3285 26.7891 7.1088 -2.2 1.4 -0.8
O 15.0040 27.1995 8.5243 0.0 -0.2 -0.5
O 16.4288 25.9122 6.8982 0.4 -0.2 0.2
C 13.7646 26.1712 6.3434 0.2 -0.8 1.0
H 13.1387 26.3604 4.2706 0.2 0.0 0.2
H 12.5030 27.5598 5.4024 -0.3 -0.3 -0.1
H 13.9251 28.8485 4.3890 0.5 0.6 0.6
H 15.0116 27.6372 3.9739 0.7 0.0 0.3
H 14.8983 29.0396 6.6903 0.5 0.4 -0.1
H 16.4283 28.4310 5.8549 -0.2 0.5 -0.1
H 13.0188 26.3872 7.1084 0.1 -0.9 0.2
H 13.9056 25.1338 6.0403 0.0 -0.1 0.8
C 20.4156 25.6920 4.2685 1.4 0.2 1.1
C 21.0032 27.1859 4.2234 -1.4 -1.4 1.4
C 21.5163 27.4294 5.7170 -1.2 0.2 0.1
S 20.9113 26.0768 6.8766 1.7 -2.6 -0.5
O 20.3352 26.5060 8.1518 0.3 0.4 -1.4
O 21.9860 25.0234 6.9823 -2.3 2.6 -0.6
C 19.6620 25.5549 5.6496 0.6 0.6 -0.4
H 21.3097 25.0710 4.3226 -0.2 -0.6 0.0
H 19.8007 25.3357 3.4420 0.0 0.5 0.0
H 20.0854 27.7172 3.9716 0.1 0.9 0.7
H 21.7043 27.5494 3.4721 0.3 -0.9 0.1
H 21.0185 28.3367 6.0591 0.3 0.1 0.3
H 22.5825 27.4750 5.9390 0.0 0.0 -0.6
H 18.8672 26.2935 5.7538 -0.1 0.2 -0.1
H 19.2110 24.5935 5.8955 0.5 -0.1 -0.1

62
Properties=species:S:1:pos:R:3:forces:R:3 method="wB97M-V/def2-TZVPD" e_above_lowest_kj_mol=8.2 spin_multiplicity=1 gap_ev=9.191 homo_ev=-8.4 smiles="CC(C)=CCC/C(C)=C/CNCCN[C@H]1[C@@H]2C[C@H]3C[C@@H](C2)C[C@@H]1C3" e_lumo_ev=0.8 charge=0
C -3.5882 -4.3344 -0.4909 0.0 0.2 0.1
C -2.8591 -3.0224 -0.4667 -0.1 -0.2 0.0
C -1.7895 -2.8992 -1.5135 -0.1 0.2 0.1
C -3.1473 -2.0929 0.4359 0.1 0.1 0.1
C -2.5068 -0.7525 0.6083 -0.3 0.0 -0.1
C -3.5521 0.3744 0.5494 0.3 0.0 -0.2
C -2.9002 1.7232 0.6784 -0.3 -0.1 0.0
C -2.3152 2.0253 2.0280 0.0 0.1 -0.2
C -2.8305 2.5551 -0.3565 0.0 0.1 -0.1
C -2.1238 3.8884 -0.3624 0.0 0.0 0.2
N -0.6722 3.8018 -0.2691 0.3 0.0 0.2
C -0.0601 3.0902 -1.3769 0.3 -0.1 0.0
C 1.4539 2.9444 -1.1556 -0.3 0.1 -0.2
N 1.8639 2.0962 -0.0548 -0.2 0.0 0.4
C 1.5577 0.6756 -0.1523 -0.1 -0.1 -0.1
C 1.7510 0.0119 1.2169 -0.1 0.1 0.1
C 1.3903 -1.4703 1.1282 0.0 0.0 0.0
C 2.3058 -2.1552 0.1158 -0.1 -0.3 0.0
C 3.7602 -2.0118 0.5614 0.0 0.0 0.0
C 4.1185 -0.5292 0.6566 0.3 0.0 0.1
C 3.2036 0.1582 1.6676 0.0 0.0 0.0
C 3.9385 0.1353 -0.7066 0.0 0.0 0.0
C 2.4882 -0.0174 -1.1586 0.0 0.1 -0.2
C 2.1255 -1.4984 -1.2510 0.0 0.0 0.0
H -2.8790 -5.1587 -0.4210 0.0 -0.1 0.0
H -4.2950 -4.4106 0.3312 -0.1 0.0 0.1
H -4.1331 -4.4458 -1.4285 0.0 -0.1 -0.1
H -0.8618 -3.3470 -1.1544 0.1 -0.1 0.0
H -2.0866 -3.4292 -2.4162 0.0 0.0 -0.1
H -1.5904 -1.8636 -1.7748 0.1 0.1 -0.1
H -3.9370 -2.2938 1.1501 -0.1 -0.2 0.1
H -2.0091 -0.7248 1.5823 0.1 0.0 0.0
H -1.7518 -0.5732 -0.1578 0.1 0.0 0.0
H -4.2743 0.2324 1.3577 -0.1 0.0 0.0
H -4.0885 0.3076 -0.3993 0.0 0.0 0.0
H -2.9349 1.5936 2.8122 0.0 0.0 0.1
H -1.3182 1.5909 2.1198 0.1 0.0 0.1
H -2.2372 3.0968 2.1975 0.1 0.1 0.1
H -3.2730 2.2527 -1.2968 -0.1 -0.2 -0.1
H -2.3571 4.4241 -1.2863 -0.1 0.0 0.1
H -2.4608 4.5040 0.4783 -0.1 0.0 -0.1
H -0.4311 3.3334 0.5998 -0.1 0.0 -0.1
H -0.5080 2.0951 -1.5393 0.0 0.1 -0.1
H -0.2283 3.6806 -2.2830 0.0 -0.1 0.0
H 1.9072 2.5601 -2.0718 0.0 0.1 0.0
H 1.8674 3.9375 -0.9605 0.0 0.0 -0.1
H 1.4873 2.4663 0.8122 0.1 0.0 0.0
H 0.5117 0.5017 -0.4713 0.1 0.0 0.0
H 1.0931 0.5009 1.9483 0.0 0.0 -0.1
H 1.5069 -1.9348 2.1103 0.0 0.0 0.0
H 0.3475 -1.5884 0.8249 -0.1 0.0 0.0
H 2.0454 -3.2183 0.0496 0.0 0.1 0.0
H 3.8998 -2.4923 1.5329 0.0 -0.1 0.0
H 4.4184 -2.5087 -0.1553 0.1 -0.1 0.0
H 5.1607 -0.4263 0.9792 -0.1 0.0 0.0
H 3.4619 1.2157 1.7344 0.1 0.0 0.1
H 3.3287 -0.2912 2.6558 0.0 0.0 0.1
H 4.1803 1.1962 -0.6352 0.1 0.0 0.0
H 4.6046 -0.3248 -1.4402 0.0 0.0 -0.1
H 2.3638 0.4421 -2.1445 0.0 0.0 0.0
H 2.7676 -1.9876 -1.9870 0.0 0.0 -0.1
H 1.0908 -1.6092 -1.5847 -0.1 0.0 -0.1

69
Properties=species:S:1:pos:R:3:forces:R:3 method="wB97M-V/def2-TZVPD" s_squared=0.752 e_above_lowest_kj_mol=781.2 spin_multiplicity=2 gap_ev="5.072 / 4.982" homo_ev="-11.2 / -11.2" e_lumo_ev="-6.1 / -6.2" charge=+1
Cu -8.4682 -9.2556 -13.9336 0.1 0.1 -0.1
Br -12.3339 -9.8614 -11.6820 0.1 0.0 -0.1
C -7.2597 -15.1224 -15.5345 0.7 4.7 -0.7
O -7.3739 -13.8774 -15.5174 0.3 -1.1 0.5
N -8.2104 -15.9430 -15.2230 -3.4 -2.0 1.0
N -6.1760 -15.7575 -15.9048 3.6 -1.5 -1.4
H -9.0831 -15.4909 -14.9904 -0.1 -0.5 -0.3
H -8.1924 -16.8011 -15.7554 -0.7 -0.1 0.5
H -6.1920 -16.7391 -16.1419 -0.1 0.2 0.4
H -5.3288 -15.3016 -16.2121 -0.5 0.4 0.1
C -3.2632 -8.8597 -17.3573 -1.9 0.7 2.2
O -4.2802 -8.5558 -16.7082 0.6 -0.8 -1.1
N -2.0586 -8.5174 -16.9774 3.7 1.5 1.7
N -3.1725 -9.5827 -18.4558 -1.8 -1.8 -2.5
H -1.2626 -8.8525 -17.5011 -0.1 0.1 0.4
H -1.8586 -8.2252 -16.0315 -0.4 0.2 -0.3
H -3.9896 -10.1378 -18.6661 0.3 0.2 -0.5
H -2.3038 -9.7318 -18.9490 -0.5 -0.1 0.2
C -8.6318 -3.6135 -9.9870 0.5 0.8 -1.8
C -9.1635 -3.5322 -11.4873 -2.3 1.8 3.9
C -9.3836 -2.0400 -11.9931 0.3 0.4 0.7
O -9.7694 -1.1651 -10.9273 0.2 -2.5 0.2
C -9.8362 0.1835 -11.1718 0.3 0.8 0.0
N -8.2532 -4.2739 -12.2445 0.5 0.1 -1.5
H -9.2186 -3.1171 -9.2141 -0.1 -0.3 -0.2
H -7.6688 -3.1102 -10.0727 0.2 0.5 0.5
H -8.3107 -4.6373 -9.7949 -0.7 -0.2 0.3
H -10.1506 -3.9934 -11.4542 -0.1 -0.2 -0.4
H -10.0838 -1.9701 -12.8256 -0.7 -0.4 0.0
H -8.4959 -1.6239 -12.4694 0.8 -0.2 0.3
H -10.6544 0.4201 -11.8521 -0.1 0.3 -0.1
H -8.8919 0.5868 -11.5373 0.2 0.0 -0.5
H -9.9531 0.6535 -10.1953 -0.5 0.1 -0.1
H -8.4671 -3.9014 -13.1586 0.6 -0.6 -1.0
H -7.3944 -3.8053 -11.9935 0.9 -0.4 -0.4
C -11.6253 -5.9271 -17.6459 -0.3 0.4 -0.2
C -10.6843 -6.6499 -18.6045 0.3 0.0 2.7
C -9.4719 -5.8504 -19.0309 -2.3 -2.7 -2.9
O -9.0221 -5.0567 -18.0754 0.7 2.7 1.8
C -8.7116 -3.7709 -18.5907 0.9 0.2 0.1
N -10.1502 -7.7329 -17.7403 -0.3 -1.3 -1.1
H -12.4240 -6.6185 -17.3771 -0.5 0.3 -0.4
H -11.9665 -4.9851 -18.0750 -0.5 -0.1 0.0
H -11.2104 -5.6923 -16.6657 0.7 0.0 -0.3
H -11.2400 -7.0408 -19.4569 0.1 0.0 -0.2
H -9.8460 -5.4253 -19.9623 0.4 1.2 -0.1
H -8.7576 -6.5911 -19.3904 0.7 -0.1 0.1
H -8.2861 -3.1341 -17.8152 0.0 -0.3 0.2
H -9.5504 -3.2134 -19.0074 -0.4 -0.4 -0.1
H -7.9562 -3.9171 -19.3629 0.1 0.3 -0.2
H -9.6629 -8.3016 -18.4180 1.1 -0.3 0.0
H -10.9267 -8.3723 -17.6486 -0.7 -0.2 0.8
C -5.3370 -12.3815 -9.0907 0.4 0.2 1.0
C -4.8432 -10.9375 -8.8533 1.2 -1.9 1.6
C -3.4322 -10.9974 -8.1051 -1.0 -0.2 -1.8
O -2.8281 -9.7122 -8.1002 0.8 -0.9 1.7
C -1.5050 -9.8560 -7.4665 -0.5 0.4 -1.0
N -4.7020 -10.4102 -10.1832 0.4 0.8 0.3
H -4.7255 -12.9313 -9.8061 0.3 0.3 -0.3
H -6.3483 -12.3929 -9.4972 -0.1 -0.1 0.5
H -5.1723 -12.9339 -8.1656 -0.8 -0.3 0.1
H -5.4727 -10.4140 -8.1337 -0.5 0.4 -0.6
H -2.8153 -11.6489 -8.7241 0.3 -0.3 -0.3
H -3.4613 -11.5083 -7.1427 -0.3 0.5 0.4
H -1.3837 -10.7619 -6.8726 -0.5 0.0 0.1
H -1.2902 -8.9948 -6.8338 -0.1 0.0 -0.2
H -0.7894 -9.9441 -8.2841 0.2 0.2 0.1
H -4.0977 -11.1398 -10.5334 0.1 0.0 -1.1
H -4.0529 -9.6477 -10.0513 0.0 0.8 -0.5

40
Properties=species:S:1:pos:R:3:forces:R:3 method="wB97M-V/def2-TZVPD" e_above_lowest_kj_mol=41.1 spin_multiplicity=1 gap_ev=8.982 homo_ev=-8.3 smiles="COC(=O)CCN(C(=O)c1ccc2c(c1)OCO2)c1ccccn1" e_lumo_ev=0.7 charge=0
C -3.9007 -2.8607 0.4510 0.2 -0.3 0.2
O -4.0856 -1.5476 -0.0616 -0.3 0.0 -0.3
C -3.2973 -0.6010 0.4343 -0.1 0.6 0.1
O -2.5512 -0.7487 1.3691 0.1 -0.1 0.1
C -3.4323 0.6886 -0.3490 0.2 -0.3 0.0
C -2.3636 0.6836 -1.4571 -0.4 0.0 -0.2
N -1.0451 0.4503 -0.8974 -0.1 -0.1 -0.3
C -0.5857 -0.8374 -0.8514 0.2 -0.1 -0.1
O -1.2816 -1.7746 -1.1942 -0.1 -0.1 0.0
C 0.8358 -1.0230 -0.4485 0.2 -0.4 0.0
C 1.1505 -2.0851 0.3880 -0.2 0.2 -0.1
C 2.4607 -2.3445 0.7782 0.4 0.1 0.0
C 3.4345 -1.5142 0.2781 -0.3 0.4 -0.3
C 3.1250 -0.4601 -0.5869 -0.1 -0.4 0.3
C 1.8362 -0.1897 -0.9675 0.4 -0.1 0.0
O 4.2777 0.1895 -0.9395 -0.4 0.1 -0.1
C 5.3231 -0.4873 -0.2751 1.2 0.3 -0.1
O 4.7847 -1.5451 0.4892 -0.4 -0.3 0.2
C -0.4454 1.5288 -0.2346 0.3 0.5 0.5
C 0.1429 1.3798 1.0229 -0.2 0.2 0.0
C 0.7166 2.4922 1.6072 0.0 0.0 -0.1
C 0.6752 3.7089 0.9387 0.0 0.0 0.0
C 0.0271 3.7556 -0.2832 0.2 0.3 0.2
N -0.5208 2.6982 -0.8561 -0.2 -0.4 -0.3
H -4.7514 -3.4465 0.1128 0.0 0.0 0.0
H -2.9696 -3.2675 0.0515 -0.1 0.0 0.0
H -3.8508 -2.8397 1.5414 0.0 0.0 -0.1
H -4.4224 0.7512 -0.7961 0.0 0.1 0.0
H -3.2610 1.5322 0.3207 0.0 -0.1 0.0
H -2.5698 -0.1231 -2.1633 0.0 0.2 0.1
H -2.3465 1.6469 -1.9687 0.0 -0.2 0.0
H 0.3487 -2.7094 0.7495 -0.1 -0.1 0.0
H 2.7063 -3.1597 1.4373 0.0 -0.1 0.1
H 1.6121 0.6160 -1.6464 0.0 0.1 -0.1
H 6.0315 -0.8915 -1.0159 -0.2 0.0 0.1
H 5.8535 0.2141 0.3885 -0.2 -0.2 -0.1
H 0.1129 0.4286 1.5274 0.0 -0.1 0.1
H 1.1765 2.4162 2.5816 0.0 0.0 0.1
H 1.1147 4.5966 1.3646 0.0 0.1 0.0
H -0.0651 4.6791 -0.8394 0.1 0.1 0.0

Ordered M results: 146.1 66.1 1072.6 330.6 531.0 328.3; unit g/mol.
Ordered energy results: -23625.9255 -6121.1814 -157494.6966 -26411.1582 -150520.7697 -31106.4961; unit eV.